# C23H42Cl30N3OS

16 unconnected molecules or ions with the total composition C23H42Cl30N3OS at a distorted geometry (ωB97M-V with the def2-TZVPD basis set, OMol25).

Last column: Löwdin charge in e.
Positions of all 100 atoms, in Å:
N 1.835006 5.405343 -2.969365  0.1300
C 0.821841 4.470420 -2.624441  -0.5317
O -0.223800 4.858410 -2.170003  0.0592
C 1.067197 2.990459 -2.874584  -0.1269
C 2.474939 2.486911 -2.505688  -0.1425
C 2.543399 1.742254 -1.174942  -0.2252
C 2.353742 2.566346 0.123364  -0.0933
N 3.279564 1.896002 1.065454  0.1371
C 4.161368 1.167302 0.498015  0.0045
C 4.027881 1.350619 -0.965620  -0.2904
N 4.621845 0.369069 -1.844860  0.1004
C 5.501491 0.694902 -2.621830  -0.8120
S 6.492038 1.163251 -3.715388  0.8088
H 2.331490 5.716130 -2.140329  0.0828
H 2.514566 4.996672 -3.602382  0.0829
H 0.299487 2.403057 -2.381376  0.1000
H 0.949311 2.864083 -3.954862  0.0937
H 3.223770 3.278506 -2.539685  0.1115
H 2.784628 1.764413 -3.264594  0.1133
H 1.894271 0.867286 -1.165816  0.0658
H 2.478262 3.644218 0.055378  0.0718
H 1.362512 2.373469 0.533596  0.1160
H 3.172598 1.999414 2.070567  0.1427
H 4.878542 0.554275 1.030559  0.0575
H 4.566020 2.309053 -1.098994  0.1607
C 1.291659 -2.299683 -0.509036  -0.9572
Cl 1.588490 -1.316184 0.937143  0.5241
Cl 0.822726 -1.295050 -1.886992  0.5479
H 2.207086 -2.820083 -0.763978  0.0334
H 0.488696 -2.993224 -0.297464  -0.0147
C -2.988009 -2.049670 -0.778485  -1.0294
Cl -3.534731 -1.446374 0.785806  0.5293
Cl -2.240229 -3.651271 -0.651062  0.5113
H -3.836546 -2.119522 -1.449246  -0.0313
H -2.247087 -1.358990 -1.165692  0.0087
C 5.231943 -2.376388 2.543627  -0.9823
Cl 4.211527 -1.144310 3.303903  0.4970
Cl 6.014645 -1.737408 1.088704  0.5338
H 5.997486 -2.683805 3.245263  -0.0254
H 4.611048 -3.219198 2.263028  0.0271
C -0.265621 -1.538024 -5.478475  -1.0567
Cl 0.560397 -0.074146 -4.898210  0.4634
Cl -0.707945 -1.405649 -7.177524  0.5364
H 0.397438 -2.385238 -5.353601  0.0229
H -1.168320 -1.665124 -4.904187  -0.0781
C -6.420306 0.936642 0.140508  -1.0074
Cl -7.860183 0.531186 1.082302  0.5275
Cl -6.029988 -0.303988 -1.054296  0.5102
H -6.599157 1.871439 -0.376652  0.0304
H -5.582960 1.025227 0.822609  -0.0321
C 0.609142 5.510206 2.420829  -0.9583
Cl 0.985159 5.569823 0.693475  0.5953
Cl 0.752471 3.873772 3.085966  0.5114
H 1.299419 6.156452 2.948642  0.0320
H -0.412633 5.843479 2.553896  0.0352
C -5.677075 -1.023874 3.635170  -1.0058
Cl -5.851906 -1.465812 5.340801  0.5594
Cl -4.922769 0.565363 3.449196  0.5104
H -5.054525 -1.765594 3.149744  -0.0087
H -6.659812 -0.992255 3.179960  -0.0052
C 1.098252 -0.026731 5.875781  -0.9924
Cl 1.543170 0.816180 4.373244  0.4418
Cl 2.459071 -0.145489 6.984343  0.5315
H 0.302540 0.534726 6.349395  0.0320
H 0.769304 -1.024638 5.613085  0.0312
C 7.615332 -5.589725 2.747364  -1.0096
Cl 7.957992 -4.401787 4.014290  0.5269
Cl 6.047144 -6.369702 2.980457  0.5110
H 7.604953 -5.077691 1.792402  0.0200
H 8.390627 -6.345602 2.768828  0.0275
C -2.906721 -5.190056 -4.544916  -0.9766
Cl -2.051936 -3.745151 -3.975903  0.5206
Cl -3.343544 -5.061967 -6.249039  0.5288
H -2.255855 -6.045362 -4.411915  0.0292
H -3.812330 -5.299211 -3.959705  0.0312
C 9.260356 1.427959 -0.524500  -0.9863
Cl 7.526449 1.632499 -0.185085  0.5177
Cl 9.628938 -0.207174 -1.058381  0.5291
H 9.531794 2.124899 -1.307934  0.0306
H 9.805152 1.634716 0.388233  0.0308
C -1.857719 3.213120 -5.601130  -1.0019
Cl -2.307705 2.502916 -7.151764  0.5244
Cl -1.884495 2.018254 -4.295204  0.5053
H -0.852523 3.610932 -5.683709  0.0200
H -2.560415 4.000871 -5.358965  0.0302
C -8.048815 1.924736 5.560139  -1.0434
Cl -8.839982 2.819306 6.860034  0.5180
Cl -7.534608 2.978814 4.236068  0.4801
H -7.171629 1.431885 5.963142  0.0010
H -8.749831 1.198893 5.165352  0.0252
C -5.157548 -4.530342 7.110266  -1.0539
Cl -6.366433 -5.355525 8.097230  0.5126
Cl -3.546377 -4.589379 7.839851  0.4953
H -5.113337 -5.014226 6.141998  0.0242
H -5.446420 -3.493814 7.003793  -0.0500
C -5.651018 -1.355763 -5.190606  -0.9905
Cl -6.902097 -2.240867 -4.315796  0.5144
Cl -4.185992 -1.157445 -4.213648  0.4872
H -5.387254 -1.914918 -6.080448  0.0249
H -6.027987 -0.372729 -5.444493  0.0305

Forces on the atoms, in the same order (eV/Å):
0.232 -0.735 -0.113
-0.456 0.188 0.281
0.150 -0.088 0.231
0.783 0.354 -0.412
-0.643 -0.525 -0.068
1.287 0.672 0.088
-1.264 -1.168 -0.060
0.120 0.242 0.164
-0.446 -0.134 0.073
0.438 0.175 -0.461
0.214 0.110 0.347
-0.749 -0.036 -0.181
0.280 -0.173 -0.055
-0.236 0.463 -0.091
0.078 0.067 0.094
-0.173 0.092 -0.067
-0.173 -0.129 0.001
-0.027 0.130 0.138
0.023 -0.036 0.002
0.098 0.061 0.009
0.496 -0.110 0.041
-0.102 0.381 -0.016
0.109 -0.049 -0.008
0.030 0.057 0.077
0.108 -0.022 -0.055
0.023 0.017 -0.049
0.038 -0.034 0.039
-0.100 -0.225 -0.056
0.032 0.049 0.006
-0.095 0.016 0.044
0.025 0.017 -0.113
0.211 0.013 0.175
0.010 0.003 0.259
-0.041 -0.029 0.050
0.021 -0.015 0.003
-0.070 -0.024 0.039
0.019 -0.014 0.127
0.115 -0.117 -0.085
0.029 0.082 0.009
-0.052 0.045 -0.037
0.071 0.108 -0.188
0.299 -0.099 -0.095
-0.005 -0.024 0.002
0.053 0.043 0.015
-0.081 0.170 0.022
0.122 0.055 0.066
-0.021 -0.007 -0.004
-0.233 0.080 -0.263
-0.065 -0.036 -0.040
-0.005 -0.034 0.019
0.044 0.101 0.040
-0.172 0.219 0.070
0.037 -0.009 0.006
0.033 -0.032 -0.001
-0.026 -0.056 -0.032
-0.029 -0.064 -0.065
-0.048 0.083 -0.045
0.068 -0.060 0.024
0.043 0.004 0.049
-0.017 0.061 0.035
0.016 -0.105 0.141
-0.065 0.043 -0.129
-0.015 -0.002 -0.017
0.025 0.059 -0.028
0.034 0.002 -0.049
0.020 0.011 -0.076
0.050 0.014 0.007
-0.016 0.020 -0.028
-0.008 0.021 0.010
-0.026 -0.025 0.066
-0.108 -0.031 0.006
0.112 -0.416 -0.024
-0.013 0.000 0.010
0.043 0.027 -0.040
-0.012 0.055 -0.012
0.130 -0.049 -0.054
-0.068 0.107 0.157
-0.011 0.007 0.003
-0.059 -0.009 -0.028
-0.044 -0.027 0.032
-0.011 0.055 -0.013
0.010 0.003 -0.007
-0.334 0.152 0.065
0.013 -0.038 -0.012
-0.030 -0.030 0.012
0.038 -0.079 0.008
0.002 -0.012 0.007
-0.038 0.051 -0.014
0.017 0.031 0.001
-0.032 0.036 -0.012
-0.024 -0.034 -0.007
-0.009 0.005 -0.017
0.023 0.020 -0.030
0.017 -0.042 0.021
0.014 -0.025 0.083
-0.026 -0.023 -0.076
-0.004 -0.008 -0.004
-0.036 0.178 -0.020
0.022 -0.030 0.027
-0.004 0.013 0.058

Its charge is +1. The value obtained for the LUMO energy is -3.474 eV. Its strongest force on any atom is 1.72 eV/Å. The energy is -417552.0035 eV.